1.
Here is a molecular structure, C42H40HfN2O6P2 at a distorted geometry from OMol25. Energies are from the ωB97M-V functional and the def2-TZVPD basis.

Gap between HOMO and LUMO (alpha / beta): 5.64 / 5.64 eV
Calculated total energy: -2915.0772 hartree
Charge: +2
HOMO (alpha / beta): -0.5033 / -0.5034 Ha

Last column: Mulliken charge in e.
Element x y z (Å)
Hf: -0.89659 0.51557 -1.05131  0.92
C: -2.34719 0.97592 -3.14582  -0.25
C: -2.19492 -0.37781 -2.93286  -0.65
C: -1.53173 -1.22804 -4.03180  -0.42
C: -0.15583 -0.64051 -4.38493  -1.23
C: 0.53680 -0.03531 -3.23045  -0.84
C: 0.25785 1.19637 -2.56317  1.89
C: -0.26410 2.28726 -3.49750  -1.21
C: -1.58748 1.84742 -4.10251  -1.18
C: 2.43015 0.41616 1.91469  -1.32
H: -3.30141 1.38479 -2.79960  0.77
H: -3.09784 -0.84086 -2.43810  0.79
H: -2.13595 -1.25708 -4.96570  0.43
H: -1.46900 -2.25368 -3.66918  0.05
H: 0.47430 -1.45367 -4.74671  0.65
H: -0.24705 -0.00973 -5.27335  0.40
H: 1.59772 -0.37790 -3.23807  0.32
H: 1.14688 1.58350 -2.02150  -0.32
H: 0.48729 2.43144 -4.26376  0.46
H: -0.37488 3.23720 -2.98469  0.46
H: -2.18996 2.76406 -4.28341  0.52
H: -1.47555 1.43789 -5.10289  0.33
H: 1.65574 1.18807 1.91731  0.31
H: 3.26343 0.79438 2.48935  0.58
H: 2.02407 -0.45334 2.40401  0.31
P: -1.12425 -1.95271 -1.04133  0.50
P: 2.85535 -0.05890 0.25903  2.17
C: 0.62642 -2.05044 -0.78536  -0.74
C: 1.46442 -0.86489 -0.69815  -0.40
C: -2.25110 -3.09959 -0.34322  0.79
C: -2.63630 -4.05295 -1.30955  -0.43
C: -3.76613 -4.80751 -1.09249  -0.83
C: -4.43453 -4.76088 0.14019  -0.49
C: -3.94390 -3.92022 1.16494  -0.74
C: -2.85792 -3.07011 0.93556  -0.06
C: -2.91399 0.90893 -0.47960  1.36
C: -2.36541 2.21754 -0.70366  -0.39
C: -3.14795 3.39206 -0.81890  -1.16
C: -4.49603 3.23081 -0.54589  -0.67
C: -5.06434 1.96658 -0.36699  -0.72
C: -4.31031 0.79016 -0.44036  -0.47
C: 4.38018 -1.01113 0.16362  0.64
C: 4.27398 -2.41045 0.31404  -0.68
C: 5.42858 -3.19451 0.45281  -0.70
C: 6.69509 -2.59945 0.44702  -0.48
C: 6.81573 -1.22038 0.22490  -0.84
C: 5.66843 -0.42492 0.08110  -0.44
C: 3.27231 1.44624 -0.70373  0.22
C: 2.53537 2.57706 -0.31763  -0.68
C: 2.57555 3.76743 -1.05103  -0.70
C: 3.39268 3.86549 -2.17978  -0.70
C: 4.09291 2.73430 -2.61875  -0.88
C: 4.03073 1.54116 -1.89139  -0.18
H: 0.95862 -3.01117 -1.21546  0.58
H: 1.98692 -0.83382 -1.65392  0.05
H: -1.99330 -4.14032 -2.19528  0.45
H: -4.08855 -5.48008 -1.89661  0.40
H: -5.29967 -5.42127 0.28264  0.42
H: -4.42422 -4.00204 2.14971  0.43
H: -2.46212 -2.45462 1.75490  0.47
H: -1.36851 2.46466 -1.19141  0.01
H: -2.59707 4.23507 -1.22412  0.49
H: -5.08451 4.14442 -0.52620  0.47
H: -6.12486 1.90553 -0.10765  0.48
H: -4.89922 -0.10087 -0.58802  0.47
H: 3.27363 -2.85555 0.32866  0.25
H: 5.32316 -4.26886 0.60655  0.41
H: 7.57711 -3.22348 0.57990  0.42
H: 7.81739 -0.78439 0.21051  0.41
H: 5.82741 0.64436 -0.09602  0.42
H: 1.87063 2.52499 0.52684  0.28
H: 1.94911 4.61776 -0.76735  0.55
H: 3.47792 4.81199 -2.71254  0.44
H: 4.69615 2.76989 -3.53744  0.43
H: 4.60322 0.66950 -2.23662  0.55
O: -1.09539 -0.34510 1.34691  -0.57
C: -0.76553 0.63063 2.10582  0.11
O: -0.36624 1.76077 1.65388  -0.73
C: -0.81464 0.45830 3.67906  0.43
C: -1.42631 1.44347 4.48485  -0.31
C: -1.54675 1.28595 5.89717  -0.67
C: -1.00332 0.18051 6.54237  0.38
C: -0.42198 -0.81384 5.75969  -0.75
C: -0.34310 -0.69239 4.33293  -0.32
N: 0.17013 -1.89398 6.51665  0.99
O: 0.11310 -1.79370 7.76877  -0.56
O: 0.75969 -2.83289 5.95674  -0.60
N: -2.16070 2.21721 6.78723  0.96
O: -2.69438 3.26968 6.40359  -0.58
O: -2.10557 1.95279 8.03236  -0.55
H: -1.82844 2.34204 4.02439  0.61
H: -1.01781 0.06126 7.63458  0.67
H: 0.12769 -1.51324 3.78846  0.58


2.
Here is 7 unconnected molecules or ions with the total composition C16H15Cl16N3 at a distorted geometry from OMol25. Energies are from the ωB97M-V functional and the def2-TZVPD basis.

Gap between HOMO and LUMO: 8.12 eV
Energy above the lowest of the compared OMol25 structures with the same formula, charge and spin: 0.000 eV
Calculated total energy: -8145.9279 hartree
SMILES: ClC(Cl)(Cl)Cl.ClC(Cl)(Cl)Cl.ClC(Cl)(Cl)Cl.ClC(Cl)(Cl)Cl.c1cc[nH]c1.c1cc[nH]c1.c1cc[nH]c1
Charge: 0
HOMO: -0.2952 Ha

Last column: Mulliken charge in e.
Element x y z (Å)
Cl: -10.78587 -22.07496 -6.14799  -0.06
C: -12.27103 -21.34707 -6.74823  0.34
Cl: -13.28280 -20.94488 -5.32367  -0.13
Cl: -11.91612 -19.85174 -7.57574  -0.10
Cl: -13.12911 -22.52091 -7.73991  -0.09
Cl: -5.74012 -30.15040 -7.19346  -0.09
C: -7.50189 -30.31978 -7.41415  0.30
Cl: -7.82086 -30.94215 -9.03977  -0.08
Cl: -8.07135 -31.55300 -6.25987  -0.11
Cl: -8.36497 -28.82333 -7.14639  -0.05
Cl: -6.04558 -27.40412 -9.56389  0.06
C: -5.12142 -27.49898 -11.07699  0.25
Cl: -3.61911 -26.60431 -10.77249  -0.11
Cl: -4.81352 -29.20590 -11.41114  -0.10
Cl: -5.95932 -26.86737 -12.49451  -0.10
Cl: -9.04935 -21.92259 -0.90849  -0.09
C: -7.42112 -22.55895 -1.13334  0.32
Cl: -6.44168 -21.28827 -1.87124  -0.11
Cl: -6.66169 -23.05709 0.38072  -0.10
Cl: -7.47023 -23.98151 -2.21983  -0.04
C: -4.32063 -25.61178 -1.94851  -0.46
C: -3.88463 -25.27786 -3.25308  -0.24
C: -3.78741 -26.46531 -3.95945  -0.84
N: -4.15118 -27.50579 -3.13895  0.02
C: -4.47279 -26.97347 -1.92870  -0.53
H: -4.55309 -24.95848 -1.12517  0.47
H: -3.58527 -24.32658 -3.65786  0.52
H: -3.39127 -26.62298 -4.95116  0.50
H: -4.07156 -28.48447 -3.32976  0.19
H: -4.86800 -27.63226 -1.16880  0.39
C: -7.88455 -23.95676 -7.18010  -0.15
C: -7.42748 -23.01706 -6.23531  -0.93
C: -6.41364 -23.56820 -5.48591  -0.48
N: -6.36069 -24.88092 -5.86877  0.21
C: -7.19560 -25.12248 -6.92244  -0.17
H: -8.59903 -23.72597 -7.94853  0.36
H: -7.85211 -22.02750 -6.14410  0.51
H: -5.91944 -23.25469 -4.58514  0.44
H: -5.82987 -25.57806 -5.37176  0.15
H: -7.26683 -26.12728 -7.30067  0.01
C: -9.82403 -24.60987 -10.40202  -0.46
C: -10.90548 -24.51391 -9.46070  0.56
C: -11.92214 -25.27955 -9.96030  -0.69
N: -11.52713 -25.81974 -11.15108  0.03
C: -10.26219 -25.38944 -11.44748  -0.67
H: -8.92156 -24.02201 -10.39786  0.43
H: -10.89493 -23.83567 -8.62956  -0.07
H: -12.94157 -25.43258 -9.64227  0.37
H: -12.07496 -26.47270 -11.67556  0.19
H: -9.82071 -25.64746 -12.39548  0.41


3.
Here is a molecular structure, C42H56N4O11PYb at a distorted geometry from OMol25. Energies are from the ωB97M-V functional and the def2-TZVPD basis.

Gap between HOMO and LUMO: 6.82 eV
Energy above the lowest of the compared OMol25 structures with the same formula, charge and spin: 0.222 eV
Expectation value of S²: 0.751
Calculated total energy: -4180.9163 hartree
Multiplicity: 2
Charge: -2
HOMO: -0.1076 Ha

Last column: Mulliken charge in e.
Element x y z (Å)
Yb: 11.70049 9.53852 13.71941  0.77
O: 12.26261 11.22196 9.62730  -0.81
C: 11.78880 11.04748 10.78680  -0.28
O: 11.86778 10.03112 11.57519  -0.29
C: 10.83219 12.28034 11.20028  0.13
C: 9.42184 11.77806 11.67325  -0.36
C: 8.41935 12.93810 11.60505  -0.96
C: 8.90965 13.81164 12.76782  -1.03
C: 10.10402 12.97528 13.33693  -0.05
O: 9.67400 11.57416 13.07607  0.11
C: 11.27473 13.18382 12.35095  -0.09
C: 12.57854 12.88780 13.05304  -0.17
O: 13.50942 13.71022 13.06814  -0.82
O: 12.63085 11.76222 13.64418  0.73
H: 10.78146 12.95396 10.31813  0.25
H: 9.07620 10.86418 11.19981  0.69
H: 7.40396 12.51019 11.76630  0.33
H: 8.39444 13.45744 10.61976  0.39
H: 8.14781 13.90450 13.55815  0.32
H: 9.21462 14.82668 12.50733  0.43
H: 10.31111 13.27002 14.37781  0.41
H: 11.27179 14.23202 12.01031  0.56
C: 9.37040 10.65405 18.71183  -1.33
C: 8.95279 10.71186 17.21377  1.87
C: 7.52810 10.15732 17.20550  -1.82
O: 8.94540 12.06590 16.82193  -0.77
C: 9.88306 9.75770 16.25048  0.16
O: 9.84719 8.53827 16.43109  -0.69
O: 10.54008 10.49452 15.43222  -0.04
H: 8.58228 11.03196 19.38908  0.43
H: 10.33406 11.19160 18.83115  -0.05
H: 9.54059 9.60075 18.91356  0.32
H: 6.90145 10.99911 17.59645  0.43
H: 7.38962 9.25966 17.77973  0.29
H: 7.26155 9.94561 16.17146  0.32
H: 9.32795 12.07167 15.92543  0.18
O: 12.83966 7.63006 13.10230  0.16
O: 12.72367 7.73826 14.57090  -0.78
N: 9.04757 6.39067 14.36096  -0.49
C: 8.83937 7.58256 13.70810  0.66
O: 9.76232 8.32138 13.33840  -0.08
C: 7.39038 7.84339 13.31691  0.05
C: 6.29966 6.94854 13.28901  -0.27
N: 5.34640 6.32065 13.03718  -0.71
C: 6.97469 9.09573 12.98746  0.21
N: 6.62860 10.15760 12.59452  -0.74
H: 8.26704 5.87856 14.76078  0.24
H: 9.81316 6.39341 14.98844  0.25
C: 13.05630 6.29249 12.69772  -0.80
C: 12.74003 6.18050 11.24778  0.81
C: 12.85756 7.36365 10.39944  -0.22
C: 12.10000 7.52485 9.23201  -0.66
C: 11.41431 6.39978 8.77208  0.89
C: 11.38441 5.16512 9.47727  -0.58
C: 12.01480 5.08411 10.72581  -0.61
C: 10.79516 6.44060 7.46221  -0.13
N: 10.29130 6.52801 6.41102  -0.56
H: 14.13162 6.11012 12.83323  0.28
H: 12.50058 5.59788 13.34593  0.31
H: 13.39632 8.27955 10.76850  0.25
H: 11.97151 8.47057 8.64265  0.41
H: 10.85654 4.25243 9.02664  0.28
H: 11.90618 4.11909 11.28684  0.28
C: 14.34298 9.26539 20.31543  -1.04
C: 14.58288 8.74434 18.91692  -0.29
C: 15.77139 9.50346 18.19934  -0.87
C: 15.69905 11.05299 18.32070  -0.10
C: 15.48329 11.43961 19.80769  -1.04
C: 14.23103 10.77696 20.41956  0.24
P: 14.49645 11.75467 16.98568  0.71
C: 15.47319 11.88783 15.40280  3.04
C: 15.78825 10.52848 14.78002  -0.67
C: 16.43117 10.71189 13.37380  -0.47
C: 17.72820 11.53237 13.48740  -0.83
C: 17.92678 12.06267 14.92508  -1.25
C: 16.68684 12.81957 15.43269  -0.81
C: 14.26327 13.60027 17.59374  -0.17
C: 12.80908 13.59246 18.18782  0.49
C: 12.50921 14.87714 19.02483  -0.92
C: 13.37681 16.01598 18.51931  -0.77
C: 13.62171 15.95414 16.97328  -0.89
C: 14.35050 14.69822 16.51411  0.42
H: 15.15717 8.98280 21.00491  0.31
H: 13.48043 8.71690 20.75190  0.38
H: 13.69772 8.70896 18.23096  0.00
H: 14.82912 7.65357 19.05092  0.42
H: 15.82014 9.21162 17.15751  0.00
H: 16.72524 9.22713 18.67515  0.49
H: 16.60752 11.54272 17.93910  0.64
H: 15.35392 12.54655 19.87150  0.20
H: 16.32585 11.12101 20.42974  0.53
H: 13.24861 11.08254 19.96196  -0.35
H: 14.24120 11.04979 21.50838  0.37
H: 14.73032 12.30512 14.72655  -2.59
H: 14.80777 9.95279 14.73603  0.11
H: 16.50129 9.92219 15.40626  0.16
H: 15.73862 11.16202 12.66556  0.12
H: 16.62545 9.68931 12.99932  0.48
H: 17.79254 12.34375 12.75403  0.39
H: 18.58442 10.90097 13.17950  0.30
H: 18.72664 12.81050 14.93525  0.49
H: 18.23528 11.26152 15.61610  0.28
H: 16.48477 13.61759 14.70830  0.53
H: 16.82821 13.28234 16.42313  0.46
H: 15.00418 13.77941 18.37574  0.33
H: 12.67394 12.71998 18.91641  -0.60
H: 12.06142 13.48196 17.38371  -0.03
H: 12.65111 14.69541 20.07867  0.35
H: 11.46934 15.22828 18.95717  0.36
H: 14.34486 15.98986 19.03546  0.23
H: 13.02070 17.02670 18.71188  0.53
H: 14.14729 16.87814 16.67882  0.46
H: 12.69824 16.01700 16.44929  0.43
H: 15.43789 14.96948 16.35268  0.32
H: 13.89325 14.32147 15.55348  -0.86


4.
Here is C5H7NO in the gas phase at a distorted geometry from OMol25. Energies are from the ωB97M-V functional and the def2-TZVPD basis.

Gap between HOMO and LUMO (alpha / beta): 8.46 / 8.46 eV
Energy above the lowest of the compared OMol25 structures with the same formula, charge and spin: 4.533 eV
Calculated total energy: -324.5579 hartree
Charge: 0
HOMO (alpha / beta): -0.3235 / -0.3235 Ha

Last column: Mulliken charge in e.
Element x y z (Å)
C: -1.09022 -1.28944 1.31041  0.15
C: 1.56486 0.33381 -0.77492  -0.46
C: 0.41944 -0.03640 -1.60429  -0.54
C: -0.79925 0.87451 0.75165  -0.23
C: 0.14759 0.33124 -0.17662  0.43
N: -1.52826 -0.11248 1.35257  -0.60
O: 0.04095 -1.62091 0.78424  -0.59
H: -1.48074 -2.18575 1.77026  0.41
H: 2.25159 -0.35899 -0.27560  0.25
H: 2.07215 1.35901 -0.91952  0.22
H: -0.01725 0.64948 -2.30097  0.23
H: 0.14213 -1.05772 -1.70907  0.26
H: -0.28047 1.45830 1.57360  0.22
H: -1.44253 1.65535 0.21825  0.25